Entry 1:
{"formula": "C39H34GeN3O3P2ReSSe2", "method": "the ωB97M-V functional and the def2-TZVPD basis", "charge": 3, "lumo_energy_ha": [-0.3644, -0.3638], "energy_ev": -270331.7522, "homo_lumo_gap_ev": [5.755, 5.769], "e_homo_ev": [-15.670, -15.670], "spin_multiplicity": 4, "s_squared": 3.86, "species": ["Re", "Se", "P", "C", "C", "C", "C", "C", "C", "C", "C", "C", "C", "C", "C", "C", "C", "N", "N", "N", "P", "Se", "C", "C", "C", "C", "C", "C", "C", "C", "C", "C", "C", "C", "H", "H", "H", "H", "H", "H", "H", "H", "H", "H", "H", "H", "H", "H", "H", "H", "H", "H", "H", "H", "C", "S", "O", "O", "O", "H", "H", "H", "Ge", "C", "C", "C", "C", "C", "C", "C", "C", "C", "C", "C", "C", "H", "H", "H", "H", "H", "H", "H", "H", "H", "H", "H"], "xyz": [[0.635, -2.065, -1.034], [-3.339, 1.176, 3.446], [-1.411, 1.975, 2.817], [-0.121, 1.877, 4.072], [0.981, 2.730, 3.979], [1.938, 2.709, 4.979], [1.797, 1.846, 6.058], [0.711, 0.984, 6.135], [-0.257, 0.998, 5.144], [-1.587, 3.664, 2.225], [-2.029, 3.865, 0.915], [-2.212, 5.159, 0.459], [-1.984, 6.236, 1.308], [-1.584, 6.028, 2.622], [-1.393, 4.738, 3.092], [-0.951, 0.916, 1.426], [0.194, 0.308, 0.923], [-0.268, -0.559, -0.045], [-1.593, -0.456, -0.116], [-2.010, 0.401, 0.748], [1.969, 0.396, 1.141], [2.682, -1.162, -0.453], [2.461, -0.375, 2.686], [1.786, -1.539, 3.067], [2.239, -2.257, 4.158], [3.372, -1.836, 4.846], [4.033, -0.676, 4.468], [3.580, 0.064, 3.387], [2.621, 2.018, 0.765], [1.773, 3.111, 0.588], [2.320, 4.344, 0.277], [3.695, 4.482, 0.126], [4.532, 3.383, 0.276], [4.003, 2.144, 0.591], [1.069, 3.420, 3.151], [2.783, 3.383, 4.924], [2.526, 1.865, 6.857], [0.606, 0.315, 6.978], [-1.120, 0.348, 5.209], [-2.228, 3.018, 0.270], [-2.551, 5.327, -0.554], [-2.141, 7.244, 0.950], [-1.435, 6.869, 3.285], [-1.094, 4.573, 4.120], [0.923, -1.870, 2.499], [1.724, -3.157, 4.465], [3.744, -2.422, 5.676], [4.916, -0.356, 5.003], [4.093, 0.967, 3.084], [0.699, 3.005, 0.676], [1.669, 5.198, 0.144], [4.115, 5.446, -0.124], [5.599, 3.489, 0.139], [4.643, 1.273, 0.681], [-0.256, -5.771, -0.977], [-0.258, -4.291, -1.930], [-0.934, -4.497, -3.190], [1.120, -3.755, -2.039], [-1.000, -3.230, -1.130], [0.238, -6.554, -1.551], [-1.297, -6.035, -0.790], [0.270, -5.588, -0.042], [-2.423, -2.549, -3.467], [-3.484, -3.763, -4.552], [-3.012, -4.246, -5.769], [-3.843, -5.037, -6.546], [-5.119, -5.350, -6.093], [-5.573, -4.890, -4.865], [-4.757, -4.085, -4.086], [-0.920, -1.506, -4.174], [-1.099, -0.121, -4.265], [-0.197, 0.634, -4.997], [0.882, 0.020, -5.621], [1.080, -1.350, -5.501], [0.174, -2.120, -4.789], [-3.251, -1.899, -2.336], [-2.014, -4.005, -6.115], [-3.502, -5.396, -7.507], [-5.764, -5.968, -6.704], [-6.561, -5.148, -4.507], [-5.108, -3.702, -3.134], [-1.958, 0.349, -3.798], [-0.352, 1.699, -5.104], [1.564, 0.610, -6.219], [1.923, -1.825, -5.985], [0.311, -3.191, -4.726]], "forces_ev_per_a": [[0.74, 3.30, 0.50], [-0.25, -0.27, 0.08], [0.90, 0.64, -0.22], [-0.41, 0.06, -0.14], [-0.02, 0.02, 0.00], [0.05, 0.04, -0.07], [-0.01, 0.00, 0.03], [0.02, -0.06, 0.02], [0.00, -0.03, -0.04], [0.04, -0.37, 0.10], [0.13, 0.04, 0.04], [-0.05, -0.04, -0.05], [-0.03, 0.00, 0.03], [-0.05, 0.01, 0.01], [0.07, -0.02, 0.01], [-0.03, -0.37, 0.05], [-0.14, 0.01, -0.17], [-0.06, 0.95, 0.90], [-0.14, -0.30, -0.16], [-0.15, 0.15, 0.03], [0.03, -0.40, -0.08], [0.17, 0.31, 0.38], [-0.08, 0.24, -0.21], [0.00, 0.10, -0.06], [-0.02, -0.10, -0.01], [-0.03, 0.06, -0.04], [0.09, -0.01, 0.03], [0.00, 0.07, -0.10], [-0.08, -0.37, 0.05], [0.00, -0.05, -0.01], [-0.03, 0.04, -0.02], [-0.05, -0.05, 0.03], [0.12, -0.02, -0.01], [-0.11, -0.06, 0.03], [0.04, 0.06, 0.05], [0.00, 0.00, 0.02], [0.02, -0.04, -0.01], [-0.01, 0.01, 0.02], [0.02, -0.01, 0.05], [-0.02, 0.05, -0.06], [0.00, 0.02, 0.00], [0.02, 0.01, -0.01], [0.00, 0.00, 0.00], [0.02, 0.03, -0.01], [-0.05, -0.06, 0.11], [-0.01, 0.00, 0.00], [-0.02, 0.02, 0.03], [-0.02, 0.02, 0.02], [0.03, 0.00, 0.06], [0.00, 0.03, 0.00], [0.00, 0.01, -0.01], [0.01, 0.01, 0.00], [0.00, 0.01, 0.00], [0.10, 0.08, 0.02], [0.07, 0.15, -0.02], [-1.35, -2.90, -1.12], [0.10, 0.21, 0.65], [0.73, -0.94, -0.37], [-0.15, -0.34, 0.22], [0.03, 0.06, -0.09], [-0.03, 0.03, -0.07], [0.02, 0.03, -0.03], [-0.74, -0.10, -1.51], [0.76, 0.81, 0.84], [0.00, -0.14, -0.24], [0.16, 0.16, 0.03], [-0.07, -0.11, -0.01], [-0.04, 0.10, 0.20], [-0.08, -0.02, -0.08], [-0.52, -0.62, 0.56], [-0.04, -0.12, 0.10], [-0.08, 0.10, -0.03], [0.03, -0.02, 0.01], [0.00, -0.03, 0.00], [0.08, 0.05, -0.04], [0.38, -0.22, 0.00], [-0.02, 0.02, -0.03], [-0.01, -0.04, 0.01], [-0.01, 0.00, 0.00], [-0.02, -0.02, -0.08], [-0.06, -0.04, -0.02], [0.04, 0.08, 0.00], [0.02, 0.01, 0.00], [0.03, 0.02, 0.03], [0.01, 0.02, -0.03], [0.02, 0.03, -0.09]]}

***

Entry 2:
{"formula": "C39H34IN5PPt", "method": "the ωB97M-V functional and the def2-TZVPD basis", "charge": 3, "lumo_energy_ha": -0.3499, "energy_ev": -69058.5921, "homo_lumo_gap_ev": 5.959, "e_homo_ev": -15.481, "species": ["Pt", "C", "N", "C", "C", "N", "C", "C", "C", "C", "C", "C", "N", "C", "N", "C", "C", "C", "C", "C", "C", "N", "H", "H", "H", "H", "H", "H", "H", "H", "H", "H", "H", "H", "H", "H", "H", "I", "C", "C", "C", "C", "C", "C", "C", "C", "C", "P", "C", "C", "C", "C", "C", "C", "C", "C", "C", "C", "C", "C", "C", "H", "H", "H", "H", "H", "H", "H", "H", "H", "H", "H", "H", "H", "H", "H", "H", "C", "H", "H", "H"], "xyz": [[0.399, 0.514, -0.034], [-2.422, 1.623, 0.469], [-1.053, 2.186, 0.535], [-0.665, 2.756, 1.854], [0.247, 1.828, 2.587], [0.664, 0.687, 2.085], [1.445, 0.070, 3.074], [2.078, -1.174, 3.127], [2.740, -1.493, 4.294], [2.772, -0.621, 5.393], [2.129, 0.600, 5.365], [1.469, 0.918, 4.183], [0.699, 2.021, 3.834], [-2.376, 0.142, 0.627], [-1.275, -0.581, 0.470], [-1.628, -1.924, 0.761], [-0.921, -3.129, 0.857], [-1.624, -4.264, 1.202], [-3.001, -4.243, 1.459], [-3.714, -3.068, 1.392], [-2.998, -1.928, 1.047], [-3.421, -0.612, 0.954], [-2.849, 1.878, -0.502], [-3.066, 2.062, 1.236], [-1.013, 2.925, -0.162], [-1.555, 2.946, 2.459], [-0.185, 3.725, 1.700], [2.047, -1.873, 2.306], [3.240, -2.449, 4.371], [3.302, -0.919, 6.287], [2.132, 1.264, 6.217], [0.471, 2.797, 4.438], [0.135, -3.213, 0.668], [-1.092, -5.202, 1.276], [-3.507, -5.162, 1.722], [-4.774, -3.031, 1.604], [-4.356, -0.276, 1.134], [-1.114, -2.102, -2.468], [0.055, -2.090, -4.192], [0.072, -3.257, -4.910], [0.762, -3.348, -6.130], [1.384, -2.241, -6.622], [1.378, -1.021, -5.905], [1.993, 0.102, -6.501], [1.996, 1.322, -5.886], [1.416, 1.428, -4.621], [0.827, 0.350, -3.969], [0.416, 0.996, -2.328], [1.952, 1.551, -1.554], [3.178, 0.966, -1.963], [4.297, 1.107, -1.192], [4.248, 1.794, 0.040], [3.084, 2.377, 0.458], [1.920, 2.278, -0.338], [-0.778, 2.319, -2.584], [-2.048, 1.932, -3.020], [-2.998, 2.901, -3.306], [-2.685, 4.247, -3.159], [-1.417, 4.633, -2.742], [-0.454, 3.673, -2.463], [0.742, -0.922, -4.628], [-0.468, -4.119, -4.543], [0.763, -4.281, -6.677], [1.885, -2.269, -7.580], [2.449, -0.022, -7.476], [2.445, 2.189, -6.349], [1.462, 2.401, -4.144], [3.219, 0.420, -2.896], [5.238, 0.690, -1.529], [5.148, 1.892, 0.632], [3.058, 2.966, 1.364], [1.103, 2.949, -0.123], [-2.282, 0.881, -3.161], [-3.975, 2.607, -3.664], [-3.425, 5.000, -3.396], [-1.168, 5.683, -2.663], [0.548, 3.984, -2.191], [1.652, -1.107, -0.301], [1.831, -1.320, -1.349], [1.204, -1.973, 0.161], [2.570, -0.818, 0.212]], "forces_ev_per_a": [[-0.39, -0.46, 0.18], [0.01, 0.03, 0.01], [0.01, 0.02, 0.05], [-0.14, 0.06, -0.03], [-0.19, 0.07, 0.19], [0.33, -0.09, -0.24], [0.00, -0.07, 0.05], [0.02, 0.08, -0.02], [-0.01, -0.01, -0.03], [-0.04, 0.09, 0.00], [0.04, -0.07, -0.03], [0.05, -0.14, 0.03], [-0.10, 0.06, -0.07], [0.18, 0.08, 0.00], [-0.12, -0.07, -0.05], [-0.07, 0.03, 0.15], [0.02, 0.08, -0.02], [0.03, 0.01, -0.01], [-0.05, 0.03, 0.00], [0.03, -0.04, -0.01], [0.09, -0.08, 0.01], [-0.09, 0.05, 0.03], [0.02, -0.02, -0.01], [-0.01, 0.00, -0.03], [-0.02, 0.01, 0.00], [0.03, 0.05, 0.00], [0.02, -0.02, -0.02], [0.00, 0.00, -0.04], [0.01, -0.01, 0.00], [0.00, 0.00, 0.01], [0.00, 0.00, 0.01], [-0.01, 0.00, -0.01], [-0.06, -0.05, 0.02], [0.01, -0.01, 0.00], [0.00, -0.01, 0.01], [-0.01, 0.01, 0.00], [0.01, -0.01, 0.00], [-0.01, 0.09, -0.22], [0.10, 0.09, -0.08], [-0.04, 0.06, 0.14], [0.07, 0.11, -0.09], [-0.05, -0.12, 0.03], [0.02, 0.01, -0.01], [-0.01, 0.08, 0.06], [-0.03, -0.14, -0.06], [0.00, -0.01, 0.06], [0.22, 0.06, -0.06], [-0.18, -0.04, 0.29], [0.30, -0.01, -0.54], [-0.20, -0.03, -0.01], [0.04, 0.00, 0.06], [0.01, 0.04, 0.08], [0.15, -0.01, -0.01], [-0.27, -0.08, 0.17], [0.06, -0.08, -0.08], [-0.02, 0.00, -0.01], [0.00, 0.00, 0.01], [-0.01, 0.01, 0.00], [-0.01, 0.00, -0.01], [0.03, -0.03, 0.10], [-0.15, -0.11, 0.15], [-0.01, -0.01, -0.01], [0.00, 0.00, 0.00], [0.01, -0.01, 0.00], [0.02, 0.00, 0.00], [-0.01, 0.01, -0.01], [-0.01, 0.00, 0.02], [0.02, 0.01, 0.03], [0.01, 0.00, -0.01], [0.00, -0.01, 0.01], [0.00, 0.00, 0.02], [0.12, 0.17, -0.11], [-0.01, 0.01, 0.00], [-0.01, -0.01, 0.00], [-0.01, 0.01, 0.00], [0.01, 0.01, 0.00], [0.01, 0.01, 0.00], [0.14, 0.24, 0.10], [0.02, 0.03, -0.05], [0.03, 0.12, 0.03], [0.06, -0.07, -0.07]]}

***

What did we get for energy relative to the best compared isomer or geometry (same formula, charge and spin)? Answer: 10.4, 19.7 kcal per mole, in the order shown.